Entry from the Open Molecules 2025 dataset: a 2-piece molecular cluster, CH4O3PS2 overall in a non-equilibrium geometry (the ωB97M-V functional and the def2-TZVPD basis).

```
11
Properties=species:S:1:pos:R:3:forces:R:3:mulliken_spin:R:1
C 0.672 -0.240 0.125 -2.1 -0.7 -2.1 -0.02
O -4.455 0.512 0.655 -1.2 0.4 1.2 0.15
O -3.141 0.603 -1.343 0.7 -1.3 0.9 0.19
O -3.035 -1.411 0.291 0.3 -0.2 -0.8 0.15
P 0.137 1.056 1.360 0.5 -0.2 -0.9 0.98
S 0.113 -1.910 0.569 -1.6 -0.6 0.1 0.00
S -3.236 0.039 0.047 0.1 1.1 -1.4 0.52
H 1.708 -0.421 -0.003 1.3 0.5 0.2 0.02
H 0.287 -0.211 -0.983 0.5 1.0 2.1 0.02
H 0.725 2.153 0.633 -0.1 -0.2 0.2 -0.01
H -1.311 -1.828 0.229 1.7 0.2 0.5 0.00
```
Positions in Å, forces in eV/Å.

The HOMO-LUMO gap (spin up / spin down) comes out at 7.3 / 7.2 eV. The calculation puts the total energy at -1403.9140 Eh. The HOMO energy (spin up / spin down) is -4.0 / -5.4 eV. Its energy relative to the best compared isomer or geometry (same formula, charge and spin) is 5.5 kJ/mol. The multiplicity is 3. As for the net charge: -1.